ORCA calculation (ωB97M-V/def2-TZVPD) on a cluster of 8 separate species, C41H60BrN5O23PS in total at a distorted geometry.

Values from the calculation:
Kohn-Sham gap (eV): 6.998
Highest occupied orbital energy (eV): -11.43
Total charge: +1

```
132
Properties=species:S:1:pos:R:3:forces:R:3
C -4.0846 2.5713 0.8120 0.1 0.1 0.6
C -2.7088 3.0461 0.1031 0.3 -1.3 -0.2
C -1.5759 1.9049 0.3087 1.6 -2.2 -0.1
C -1.7573 0.5885 -0.4660 1.8 1.8 2.3
N -0.8294 -0.5365 -0.3417 -0.3 2.3 2.1
P -1.3165 -1.9615 -1.3349 0.8 0.2 -4.1
N -0.6288 -1.8352 -2.7711 -0.1 0.6 1.8
C 0.3610 -0.5009 0.4971 -0.9 2.9 1.3
C 1.3707 -1.7464 0.6103 0.8 1.2 -0.1
Br 0.5740 -3.2775 1.6609 0.3 1.1 -0.4
C 2.0256 -2.2020 -0.7943 0.6 -0.2 0.0
C 1.8887 -3.7582 -1.1453 0.3 -0.1 -1.3
C 0.6203 0.8051 1.3342 -1.8 0.9 -1.2
C 1.8612 0.9751 2.3402 -0.2 -1.6 -0.3
C 3.2389 1.3544 1.5972 -1.0 0.3 -0.4
N 4.4021 1.2631 2.5549 1.8 0.6 -2.2
C 5.1872 -0.0006 2.3473 -0.3 -1.9 0.8
C 4.5592 -1.1416 3.3336 1.4 0.4 0.0
C 5.2437 2.4689 2.4873 -1.2 3.7 1.4
C 6.6367 2.6046 1.7143 0.2 -1.4 0.8
O 4.8154 3.5145 3.0770 1.3 -3.9 -2.3
C -0.3419 2.0573 1.2385 -0.8 -3.2 -1.8
C -0.1265 3.4209 2.0274 -0.5 0.5 -0.7
C -1.3562 3.8051 3.0189 0.7 -1.1 -0.1
S -1.5729 5.6625 3.1948 0.1 0.3 -1.5
C -1.6989 6.4203 1.5230 -1.8 1.7 -5.2
N -2.8275 6.9089 0.7766 3.6 -1.4 1.5
N -2.4252 7.3515 -0.4519 4.0 -0.4 -0.2
C -0.9961 7.2025 -0.6191 -5.5 -1.1 4.5
O -0.6086 6.6298 0.6132 0.7 -0.1 -0.3
H -3.9266 2.2569 1.9136 -0.1 0.5 -1.8
H -4.4931 1.6397 0.2793 0.5 1.5 0.7
H -4.8652 3.4232 0.8529 1.3 -1.4 -0.4
H -2.3307 4.0576 0.4838 -0.6 -1.5 -0.6
H -2.8961 3.0917 -1.0364 0.3 0.2 1.8
H -2.6761 0.5056 -1.1581 1.8 -0.3 1.2
H -0.9963 -3.2119 -0.7182 -0.3 0.8 0.6
H -2.7520 -1.8833 -1.5664 1.2 0.0 1.4
H -0.0175 -1.0041 -2.8322 -0.4 -0.6 -0.3
H 2.2559 -1.4031 1.2692 -1.9 -0.5 -0.9
H 3.1625 -1.9867 -0.7437 -1.9 -0.3 0.1
H 1.6233 -1.4962 -1.6011 0.5 -1.4 1.0
H 0.8298 -4.1765 -1.0971 1.4 0.7 0.0
H 2.5733 -4.4430 -0.5317 -1.0 1.3 -0.6
H 2.2273 -3.8787 -2.2460 -0.5 0.2 1.8
H 1.6165 1.6584 3.2389 0.3 -1.0 -1.8
H 2.0125 -0.0692 2.8121 -0.2 1.8 -0.7
H 3.3473 0.6132 0.7157 0.1 1.0 1.3
H 3.1820 2.4008 1.1050 0.0 -1.6 1.0
H 6.2862 0.0779 2.6491 -1.7 0.4 -0.4
H 5.1633 -0.3903 1.2658 0.0 0.8 1.4
H 3.8237 -1.8337 2.8030 0.9 1.0 0.9
H 5.4565 -1.7611 3.7149 -1.6 0.7 -0.7
H 4.1061 -0.6131 4.2410 0.6 -1.0 -1.6
H 6.5902 2.2863 0.6101 -0.1 0.6 1.7
H 7.3668 1.8628 2.2179 -1.0 1.2 -0.9
H 7.0612 3.6473 1.8782 -0.9 -1.4 -0.4
H 0.8541 3.5018 2.6007 -1.3 -0.4 -0.9
H -0.0982 4.2645 1.2335 0.1 -1.5 1.1
H -2.3312 3.2759 2.7588 1.4 0.9 0.2
H -1.0573 3.4414 4.0739 -0.6 0.9 -1.5
H -0.3327 7.4518 -1.5129 -0.9 -0.4 1.8
C -5.8598 0.4262 -3.3623 -0.1 0.8 -0.7
C -6.9051 -0.6449 -3.3029 -0.9 0.1 -0.5
O -6.2271 -1.7179 -2.6604 0.9 0.3 0.6
C -5.2143 -1.1773 -1.9397 -0.3 -0.5 0.1
O -4.5466 -1.7858 -1.1444 -0.7 0.5 -0.4
O -5.0480 0.1416 -2.2283 0.2 -0.7 0.5
H -6.2847 1.4286 -3.2951 0.2 -0.1 0.2
H -5.2435 0.3613 -4.2634 0.0 0.0 0.1
H -7.7669 -0.3566 -2.6944 0.1 0.0 0.0
H -7.2541 -0.9422 -4.2925 0.1 -0.2 0.2
C -2.3191 -5.9125 1.6870 0.6 0.4 0.6
C -3.5035 -5.3439 0.9662 -0.4 0.7 0.1
O -3.7296 -6.2877 -0.0709 0.3 -0.5 0.1
C -3.1916 -7.4694 0.3389 -0.2 -0.9 -0.5
O -3.3509 -8.5158 -0.2222 0.0 1.0 0.4
O -2.4498 -7.3093 1.4688 -0.4 -0.1 -0.5
H -2.3311 -5.6838 2.7538 0.0 -0.2 -0.1
H -1.3683 -5.5759 1.2619 -0.1 0.0 0.0
H -4.3942 -5.2932 1.5991 0.1 0.0 0.0
H -3.3053 -4.3529 0.5540 -0.1 -0.1 -0.1
C 2.1657 3.9124 -1.7484 0.6 0.5 0.5
C 0.9811 4.5157 -2.4367 -0.3 0.9 0.1
O 0.7408 3.6159 -3.5132 0.3 -0.8 0.2
C 1.2735 2.4172 -3.1559 -0.2 -0.5 -0.5
O 1.1044 1.3900 -3.7542 0.0 0.8 0.6
O 2.0230 2.5260 -2.0249 -0.4 -0.3 -0.4
H 2.1619 4.0965 -0.6724 0.0 -0.2 -0.1
H 3.1149 4.2610 -2.1648 -0.1 0.0 0.0
H 0.0939 4.5443 -1.7949 0.0 -0.1 0.0
H 1.1825 5.5218 -2.8076 -0.1 -0.3 -0.2
C 1.8266 -1.7194 -5.5548 -0.9 0.2 -0.3
C 2.7008 -1.0455 -4.5409 -0.1 0.7 0.4
O 3.6329 -2.0622 -4.1976 0.0 -0.4 -0.3
C 3.6820 -2.9326 -5.2457 0.8 -1.0 -0.3
O 4.4872 -3.8118 -5.3555 -0.7 0.8 0.2
O 2.6965 -2.6742 -6.1486 0.6 0.0 0.4
H 1.4425 -1.0266 -6.3048 0.1 -0.2 0.0
H 0.9855 -2.2462 -5.0940 0.1 0.0 0.0
H 3.2455 -0.1924 -4.9557 -0.1 0.0 0.0
H 2.1440 -0.7161 -3.6642 0.2 -0.1 -0.1
C -2.2115 7.4184 -4.9668 -0.8 -0.3 -0.3
C -1.8774 8.7617 -4.3934 -0.7 0.8 0.0
O -0.6051 8.5461 -3.7958 0.4 -0.6 -0.1
C -0.0400 7.4821 -4.4293 0.7 -0.2 -0.3
O 1.1006 7.1380 -4.2851 -0.9 0.2 0.1
O -0.9327 6.8615 -5.2448 0.6 0.3 0.4
H -2.8101 7.4900 -5.8760 0.2 -0.1 0.0
H -2.7294 6.7740 -4.2502 0.1 0.0 0.0
H -1.7806 9.5333 -5.1623 0.1 -0.1 0.1
H -2.6055 9.0911 -3.6507 0.2 0.0 0.1
C 3.1988 1.8401 7.2846 0.6 0.7 0.4
C 1.8979 1.3799 7.8683 -0.3 0.2 0.9
O 1.2480 0.7707 6.7596 0.4 -0.2 -0.7
C 2.2183 0.3976 5.8832 -0.1 -0.4 -0.4
O 2.0311 -0.2931 4.9182 -0.1 0.5 1.1
O 3.4275 0.9053 6.2382 -0.7 -0.4 -0.3
H 4.0129 1.8182 8.0103 0.0 -0.1 -0.2
H 3.1338 2.8435 6.8541 0.0 -0.1 0.0
H 2.0326 0.6313 8.6542 0.0 0.0 -0.1
H 1.3028 2.2046 8.2631 -0.1 -0.2 -0.2
C -1.8368 -11.0396 0.7836 0.0 0.9 -0.4
C -2.8769 -12.1151 0.8524 -0.7 0.0 -0.4
O -2.1985 -13.1752 1.5130 0.5 0.2 0.3
C -1.1874 -12.6165 2.2345 0.7 -0.5 0.8
O -0.5243 -13.2070 3.0383 -0.5 0.5 -0.6
O -1.0287 -11.3005 1.9244 -0.1 -0.7 0.2
H -2.2678 -10.0393 0.8332 0.2 -0.3 0.1
H -1.2156 -11.1148 -0.1140 0.0 0.0 0.0
H -3.7438 -11.8216 1.4520 0.1 0.0 0.0
H -3.2191 -12.4281 -0.1351 0.1 -0.1 0.2
```
Positions in Å, forces in eV/Å.


ORCA calculation (ωB97M-V/def2-TZVPD) on a cluster of 2 separate species, C9H12N5 in total at a distorted geometry.

Values from the calculation:
Kohn-Sham gap (spin up / spin down) (eV): 7.548 / 5.685
Multiplicity: 3
<S²>: 2.018
Highest occupied orbital energy (spin up / spin down) (eV): -10.88 / -12.80
Energy relative to the best compared isomer or geometry (same formula, charge and spin) (kcal/mol): 36.68
Total charge: +1

```
26
Properties=species:S:1:pos:R:3:forces:R:3
C -2.6354 -0.8886 -0.9367 1.4 1.9 2.2
C -2.2814 0.2836 0.8807 1.6 -0.4 -1.4
C 2.5168 -1.5833 -0.1707 -2.7 0.7 -1.0
C 1.7500 -1.4051 -1.3567 2.0 0.2 1.0
C 1.9134 -1.5024 1.0445 -1.1 0.0 1.7
C 0.4854 -0.8680 -1.3590 -4.0 1.8 0.2
C 0.1917 1.7198 0.0828 1.5 2.1 0.2
C 0.4924 -0.9827 1.1878 -0.2 -1.9 -1.7
C -0.2306 -0.5986 -0.1600 2.3 -1.8 0.6
N -3.7105 -0.3023 -0.5567 -1.8 -0.9 -1.2
N -3.4833 0.4305 0.5402 -2.5 0.8 0.6
N -1.6118 -0.4342 -0.0682 0.0 -1.3 -0.9
N 1.4940 1.9114 0.0761 -0.2 0.8 -0.5
N -0.6792 2.6680 -0.1033 -2.0 0.6 -0.2
H -2.5271 -1.6904 -1.5952 0.2 -0.7 -1.2
H -1.8199 0.7707 1.6643 0.9 0.7 1.6
H 3.5188 -1.6749 -0.3711 2.4 -1.0 0.3
H 2.2920 -1.5660 -2.2530 0.1 0.0 -0.9
H 2.2828 -1.9132 2.0229 0.3 0.7 -1.3
H -0.0263 -0.5163 -2.3167 0.8 -0.9 1.2
H -0.0561 -1.7882 1.7317 -0.1 0.5 -0.5
H 0.4930 -0.1863 1.8856 -0.1 1.2 0.9
H 1.9880 1.2161 0.6173 0.8 0.1 -0.5
H 1.9396 2.7983 -0.3087 -0.6 -1.7 1.0
H -1.6421 2.3865 0.0595 -0.1 -0.1 -0.3
H -0.6543 3.7159 -0.2376 1.0 -1.6 0.1
```
Positions in Å, forces in eV/Å.


What E_tot values result from the calculations? In sequence: -188183.7681 -16965.6854 eV.